The following is a DFT calculation (wB97M-V/def2-TZVPD) of a molecular structure, C29H30NO3Pb.

Last column: Mulliken charge in e.
Element x y z (Å)
C 2.4670 -0.2382 1.5347  -0.282
C 2.4420 -0.9905 0.3334  -1.037
C 2.3193 -0.0895 -0.7536  0.113
H 2.5613 -2.0684 0.2534  0.467
C 2.2868 1.2314 -0.2291  -0.091
C 2.3835 1.1449 1.1896  -1.236
H 2.2825 2.1450 -0.8211  0.378
C -1.4032 -2.3147 1.9097  -0.884
C -0.1883 -2.8187 1.3726  -0.305
C -0.2791 -2.7891 -0.0406  -0.687
H 0.6585 -3.1906 1.9464  0.348
C -1.5277 -2.2200 -0.3973  -0.364
C -2.2453 -1.9510 0.8169  -1.137
H 2.3471 -0.3571 -1.8090  0.288
H 2.4724 1.9806 1.8818  0.450
H 2.6058 -0.6421 2.5332  0.351
H -3.2823 -1.6171 0.8700  0.269
H 0.4494 -3.1762 -0.7524  0.390
H -1.6778 -2.2690 2.9618  0.361
Pb -0.5321 0.3856 0.9501  1.343
C -1.9909 -1.8329 -1.7807  3.390
C -3.5038 -2.0960 -1.8747  -1.875
C -1.2808 -2.6630 -2.8562  -2.136
H -3.6959 -3.1608 -1.6598  0.415
H -3.8779 -1.8717 -2.8782  0.465
H -4.0701 -1.4902 -1.1583  0.342
H -1.3913 -3.7342 -2.6306  0.443
H -0.2109 -2.4222 -2.9220  0.264
H -1.7374 -2.4747 -3.8372  0.468
C -1.5951 -0.3201 -1.9434  -0.030
C -2.1990 0.4271 -3.1224  -0.467
H -0.4969 -0.2156 -1.9732  0.037
H -1.9964 0.2415 -1.0654  0.152
O -3.4040 0.3387 -3.3243  -0.699
N -1.4058 1.2313 -3.9222  -0.006
C -0.2872 2.0685 -3.4563  -0.939
H -1.9573 1.6595 -4.6643  0.280
C 1.0509 1.5551 -3.9285  0.804
C 2.2068 2.2939 -3.6425  -0.388
H 2.0959 3.2757 -3.1727  0.358
C 3.4683 1.7677 -3.9300  -0.424
H 4.3641 2.3335 -3.6615  0.348
C 3.5777 0.5164 -4.5525  -0.493
H 4.5637 0.0976 -4.7621  0.345
C 2.4222 -0.1769 -4.9339  -0.584
H 2.4880 -1.1304 -5.4630  0.370
C 1.1566 0.3560 -4.6390  -0.288
H 0.2408 -0.1587 -4.9441  0.426
H -0.2951 2.1723 -2.3541  0.032
H -0.4386 3.0780 -3.8709  0.540
O 0.3119 -0.3665 3.5213  -0.682
C -0.3189 0.6746 3.8485  0.754
O -0.9789 1.4002 2.9843  -0.981
C -0.3535 1.1556 5.2622  0.086
C -0.9333 2.3981 5.5536  -0.270
C -1.0374 2.8423 6.8729  -0.541
C -0.5468 2.0466 7.9216  -0.302
C 0.0727 0.8160 7.6395  -0.571
C 0.1740 0.3788 6.3118  -0.201
H -1.3117 2.9960 4.7234  0.357
H -1.5039 3.8107 7.0669  0.356
H -0.6427 2.3932 8.9516  0.356
H 0.4728 0.2029 8.4540  0.355
H 0.6552 -0.5692 6.0621  0.398

Output
Energy above the lowest of the compared OMol25 structures with the same formula, charge and spin, eV: 0.000
Gap between HOMO and LUMO, eV: 6.25
Net charge: -1

The following is a DFT calculation (wB97M-V/def2-TZVPD) of 5 unconnected molecules or ions with the total composition C29H31B4NO16.

Last column: Mulliken charge in e.
Element x y z (Å)
C 0.6558 0.5418 2.3509  -1.754
C -0.2754 0.3374 1.1704  1.234
O -1.5532 -0.1491 1.5860  -0.559
C -0.4609 1.6298 0.3718  -0.529
N 0.5916 1.7602 -0.6429  0.049
C 0.1414 1.2667 -1.9387  -0.698
C 1.3153 1.0171 -2.9154  -0.461
O 2.5861 1.1583 -2.2970  -0.485
B 3.1736 0.1197 -1.6836  0.514
O 4.5469 0.0871 -1.5009  -0.376
B 4.9880 -0.7876 -0.5387  0.420
O 4.4324 -2.0516 -0.5454  -0.385
B 3.0677 -2.1113 -0.7788  0.132
O 2.3727 -3.2603 -0.5850  -0.260
B 2.0924 -4.2910 -1.4668  0.750
O 2.4735 -5.5736 -1.1781  -0.567
O 1.3007 -4.0634 -2.5726  -0.506
O 2.4315 -0.9571 -1.1975  0.014
H 1.5581 1.0656 2.0293  0.377
H 0.9526 -0.4085 2.8001  0.392
H 0.1562 1.1493 3.1131  0.538
H 0.1586 -0.4145 0.5011  -0.371
H -1.5857 -0.1648 2.5444  0.349
H -1.4716 1.6171 -0.0561  0.277
H -0.4055 2.4931 1.0416  -0.036
H 0.7913 2.7494 -0.7252  0.077
H -0.5580 1.9643 -2.4228  0.417
H -0.3910 0.3309 -1.7603  0.423
H 1.3076 1.7321 -3.7386  0.422
H 1.2141 0.0183 -3.3483  0.202
H 5.7361 -0.4520 0.3213  -0.121
H 3.3987 -5.7871 -1.2848  0.307
H 1.5404 -3.3349 -3.1448  0.253
O -0.9100 6.4347 -5.9747  -0.543
C -0.6358 6.1382 -4.8339  0.305
C 0.7461 5.7459 -4.4498  -0.452
C 1.0461 5.4173 -3.1965  -0.203
C 0.0108 5.4308 -2.1345  0.323
O 0.2872 5.1227 -0.9913  -0.449
C -1.3689 5.8201 -2.5116  -0.306
C -1.6692 6.1492 -3.7646  -0.448
H 1.4776 5.7458 -5.2479  0.426
H 2.0414 5.1238 -2.8863  0.466
H -2.1000 5.8159 -1.7130  0.444
H -2.6660 6.4371 -4.0731  0.420
O -1.8472 -7.1375 -4.4589  -0.552
C -2.2846 -6.6825 -3.4239  0.164
C -3.7429 -6.7232 -3.1307  -0.428
C -4.2337 -6.2194 -2.0025  -0.498
C -3.3435 -5.5900 -0.9941  0.301
O -3.7981 -5.1138 0.0276  -0.551
C -1.8894 -5.5630 -1.2784  0.046
C -1.3962 -6.0722 -2.4042  -0.241
H -4.3653 -7.1816 -3.8887  0.409
H -5.2897 -6.2296 -1.7637  0.429
H -1.2621 -5.1189 -0.5165  0.350
H -0.3377 -6.0574 -2.6303  0.535
O -0.1584 -5.8351 1.6172  -0.539
C -0.6491 -5.4324 2.6517  0.550
C 0.2074 -4.9953 3.7836  -0.393
C -0.3283 -4.5435 4.9135  -0.399
C -1.8025 -4.4555 5.0875  0.348
O -2.2848 -4.0384 6.1185  -0.561
C -2.6540 -4.8946 3.9543  -0.446
C -2.1209 -5.3517 2.8245  -0.109
H 1.2760 -5.0665 3.6247  0.444
H 0.2672 -4.2162 5.7565  0.420
H -3.7232 -4.8166 4.1055  0.442
H -2.7161 -5.6694 1.9781  0.251
O 2.2019 8.3806 3.1705  -0.538
C 1.4199 7.4586 3.2551  0.173
C 0.8649 7.0401 4.5695  -0.424
C 0.0083 6.0277 4.6671  -0.401
C -0.4305 5.2739 3.4642  0.296
O -1.2064 4.3460 3.5529  -0.548
C 0.1200 5.6935 2.1513  -0.149
C 0.9790 6.7041 2.0553  -0.101
H 1.2035 7.6075 5.4272  0.408
H -0.4090 5.7003 5.6110  0.423
H -0.2120 5.1358 1.2860  0.388
H 1.3963 7.0233 1.1085  0.485

Output
Energy above the lowest of the compared OMol25 structures with the same formula, charge and spin, eV: 0.000
Gap between HOMO and LUMO, eV: 7.16
Structure (SMILES): C[C@@H](O)CNCCOB1OBOB(OB(O)O)O1.O=C1C=CC(=O)C=C1.O=C1C=CC(=O)C=C1.O=C1C=CC(=O)C=C1.O=C1C=CC(=O)C=C1

The following is a DFT calculation (wB97M-V/def2-TZVPD) of a molecular structure, C29H32BN9Pd.

Last column: Mulliken spin population.
Element x y z (Å)
Pd 0.8228 0.0824 0.9269  0.195
C -1.7739 1.6474 2.9375  0.002
C -2.1781 1.5067 1.5096  -0.002
C -3.4158 1.6923 0.8793  -0.001
C -3.1897 1.3673 -0.4400  0.004
N -1.8948 1.0216 -0.5748  0.001
N -1.2872 1.1204 0.6093  0.001
B -1.1107 0.6740 -1.8638  -0.016
N -0.4556 -0.7278 -1.8459  -0.016
C -0.7850 -1.8367 -2.5388  0.005
C 0.2010 -2.7779 -2.3448  0.008
C 1.1206 -2.1593 -1.4895  -0.013
C 2.4002 -2.6464 -0.8992  0.032
N 0.7087 -0.9311 -1.2175  0.002
N 0.0529 1.7077 -1.9222  0.001
C 0.3875 2.6716 -2.8015  0.001
C 1.4880 3.3447 -2.3191  -0.001
C 1.7804 2.7153 -1.1017  -0.003
C 2.8662 3.0157 -0.1292  0.000
N 0.9102 1.7427 -0.8879  0.004
N -2.1511 0.6680 -2.9969  0.001
C -2.3580 1.3205 -4.1589  0.000
C -3.4857 0.7997 -4.7551  0.000
C -3.9209 -0.1969 -3.8697  0.000
C -5.0760 -1.1294 -3.9994  0.000
N -3.1141 -0.2505 -2.8271  0.003
H -2.6034 1.4034 3.5989  0.000
H -1.4353 2.6641 3.1485  0.000
H -0.9431 0.9518 3.1096  -0.003
H -4.3366 2.0227 1.3213  0.000
H -3.8748 1.3424 -1.2617  0.000
H -1.6973 -1.9065 -3.0944  0.000
H 0.2495 -3.7651 -2.7623  -0.001
H 2.5023 -3.7209 -1.0187  0.003
H 2.3948 -2.3917 0.1659  -0.017
H 3.2519 -2.1522 -1.3727  0.000
H -0.1428 2.8538 -3.7133  0.000
H 2.0027 4.1695 -2.7765  0.000
H 3.3841 3.9377 -0.3874  0.000
H 3.5820 2.1941 -0.1147  0.000
H 2.4403 3.1016 0.8695  0.000
H -1.7257 2.1111 -4.5058  0.000
H -3.9261 1.0901 -5.6884  0.000
H -5.6704 -0.8899 -4.8786  0.000
H -5.7068 -1.0799 -3.1133  0.000
H -4.7165 -2.1547 -4.0846  0.000
C 0.3044 -1.6240 1.8415  0.274
C -0.7181 -2.5185 1.6607  0.017
C -0.6235 -3.9033 2.0071  0.212
C -1.6506 -4.7754 1.7549  -0.137
C -2.8418 -4.3491 1.1712  0.279
C -2.9783 -3.0017 0.8398  -0.131
C -1.9655 -2.1145 1.0774  0.202
H 0.2950 -4.2598 2.4525  0.021
H -1.5380 -5.8237 2.0131  -0.007
H -3.6366 -5.0553 0.9661  0.028
H -3.8929 -2.6371 0.3853  -0.010
H -2.0895 -1.0766 0.8167  0.044
C 6.0343 1.6552 4.5190  0.000
C 4.8169 1.2861 3.7274  0.007
C 3.5307 1.7381 4.0614  -0.005
C 2.4693 1.4748 3.2340  0.003
N 2.5763 0.7868 2.0729  0.008
C 3.7979 0.2731 1.7942  0.004
C 4.9074 0.4950 2.5651  -0.005
H 5.7656 2.2734 5.3746  0.000
H 6.7376 2.2138 3.8944  0.000
H 6.5571 0.7694 4.8868  0.000
H 3.3734 2.3233 4.9591  -0.001
H 1.4779 1.8490 3.4632  0.003
H 3.8577 -0.3097 0.8802  0.002
H 5.8629 0.0871 2.2605  -0.001

Output
2S+1: 2
Energy above the lowest of the compared OMol25 structures with the same formula, charge and spin, eV: 2.044
Gap between HOMO and LUMO (alpha / beta), eV: 4.69 / 4.91
Net charge: -1